56
Properties=species:S:1:pos:R:3:nbo_charge:R:1 method="wB97M-V/def2-TZVPD" total_charge=0 relative_energy_kcal_mol=61.0 spin_multiplicity=1 smiles="CCN(CC)CCNC(=O)c1cc(S(=O)(=O)N2CCc3ccccc32)cn1C" e_tot_ev=-44132.619 homo_energy_ha=-0.2995 orbital_gap_ev=8.80
C -3.33 -0.68 -2.30 -0.621
C -3.68 0.57 -1.49 -0.203
N -4.68 0.32 -0.47 -0.463
C -5.35 1.50 0.02 -0.202
C -4.48 2.61 0.62 -0.633
C -4.45 -0.75 0.47 -0.219
C -3.45 -0.52 1.63 -0.247
N -2.13 -0.16 1.16 -0.604
C -1.28 -1.08 0.66 0.654
O -1.50 -2.28 0.71 -0.644
C -0.06 -0.49 0.07 0.004
C 0.47 0.78 0.25 -0.243
C 1.63 0.85 -0.51 -0.452
S 2.79 2.19 -0.52 2.345
O 3.36 2.34 -1.82 -0.926
O 2.18 3.33 0.10 -0.934
N 3.99 1.64 0.52 -0.666
C 3.58 1.53 1.92 -0.223
C 3.57 0.03 2.27 -0.445
C 4.33 -0.57 1.13 -0.061
C 4.78 -1.86 0.93 -0.195
C 5.44 -2.16 -0.25 -0.222
C 5.65 -1.19 -1.22 -0.209
C 5.19 0.11 -1.03 -0.253
C 4.54 0.40 0.15 0.204
C 1.79 -0.37 -1.14 0.010
N 0.78 -1.17 -0.77 -0.276
C 0.61 -2.51 -1.26 -0.430
H -2.74 -1.38 -1.72 0.204
H -2.75 -0.38 -3.17 0.214
H -4.24 -1.17 -2.63 0.214
H -2.75 1.00 -1.10 0.156
H -4.12 1.31 -2.17 0.194
H -5.90 1.93 -0.83 0.188
H -6.09 1.17 0.76 0.192
H -3.76 2.97 -0.10 0.207
H -3.96 2.27 1.51 0.189
H -5.12 3.44 0.90 0.217
H -5.42 -0.99 0.93 0.197
H -4.12 -1.63 -0.08 0.212
H -3.80 0.25 2.31 0.197
H -3.36 -1.47 2.18 0.225
H -1.95 0.82 0.99 0.402
H 0.09 1.57 0.87 0.237
H 2.62 2.02 2.05 0.230
H 4.33 2.06 2.53 0.209
H 4.04 -0.17 3.24 0.227
H 2.55 -0.38 2.31 0.225
H 4.61 -2.62 1.68 0.215
H 5.80 -3.17 -0.42 0.215
H 6.16 -1.45 -2.13 0.217
H 5.33 0.87 -1.78 0.247
H 2.57 -0.68 -1.81 0.238
H -0.12 -3.03 -0.64 0.269
H 0.26 -2.50 -2.30 0.205
H 1.56 -3.04 -1.22 0.212

=====

56
Properties=species:S:1:pos:R:3:nbo_charge:R:1 method="wB97M-V/def2-TZVPD" total_charge=0 relative_energy_kcal_mol=85.0 spin_multiplicity=1 smiles="CC(C)C(=O)N(C)CC(=O)N1C[C@H](CNC(=O)c2cnoc2C2CC2)[C@H]2C[C@H]21" e_tot_ev=-35343.440 homo_energy_ha=-0.3330 orbital_gap_ev=9.45
C -0.78 -3.73 0.30 -0.593
C 0.12 -2.57 0.74 -0.311
C 0.54 -2.73 2.21 -0.598
C -0.63 -1.26 0.59 0.711
O -1.84 -1.21 0.73 -0.633
N 0.10 -0.13 0.34 -0.440
C -0.59 1.11 0.02 -0.417
C 1.52 -0.13 0.09 -0.315
C 1.85 -0.48 -1.36 0.675
O 1.02 -0.93 -2.13 -0.621
N 3.15 -0.31 -1.71 -0.437
C 3.63 -0.52 -3.07 -0.204
C 4.76 0.51 -3.23 -0.234
C 5.89 -0.03 -4.10 -0.218
N 6.93 0.94 -4.37 -0.608
C 8.11 0.94 -3.69 0.675
O 8.34 0.21 -2.75 -0.621
C 9.10 1.96 -4.16 -0.282
C 9.81 2.88 -3.33 -0.003
N 10.57 3.65 -4.03 -0.108
O 10.40 3.28 -5.35 -0.278
C 9.52 2.26 -5.41 0.358
C 9.24 1.70 -6.75 -0.308
C 10.27 0.82 -7.40 -0.390
C 9.00 0.22 -6.90 -0.404
C 5.22 0.80 -1.80 -0.230
C 4.39 1.74 -0.97 -0.424
C 4.18 0.26 -0.87 -0.068
H -1.07 -3.61 -0.74 0.221
H -0.24 -4.67 0.41 0.200
H -1.68 -3.76 0.91 0.224
H 1.01 -2.57 0.11 0.206
H 1.19 -1.92 2.55 0.201
H -0.35 -2.74 2.84 0.219
H 1.07 -3.68 2.35 0.210
H -1.65 0.96 0.18 0.251
H -0.23 1.92 0.65 0.187
H -0.42 1.37 -1.03 0.196
H 1.92 0.85 0.33 0.227
H 2.03 -0.83 0.74 0.230
H 4.02 -1.53 -3.18 0.192
H 2.81 -0.39 -3.76 0.234
H 4.37 1.42 -3.69 0.205
H 6.36 -0.89 -3.62 0.230
H 5.48 -0.37 -5.06 0.204
H 6.81 1.60 -5.11 0.403
H 9.77 2.97 -2.26 0.229
H 8.69 2.37 -7.41 0.239
H 10.41 0.93 -8.47 0.223
H 11.18 0.63 -6.84 0.227
H 9.05 -0.38 -6.00 0.226
H 8.26 -0.09 -7.61 0.222
H 6.27 0.69 -1.56 0.255
H 4.87 2.24 -0.14 0.227
H 3.61 2.31 -1.46 0.217
H 4.44 -0.29 0.03 0.219

=====

54
Properties=species:S:1:pos:R:3:nbo_charge:R:1 method="wB97M-V/def2-TZVPD" total_charge=0 relative_energy_kcal_mol=0.0 spin_multiplicity=3 s_squared=2.011 e_tot_ev=-41358.771 homo_energy_ha="-0.1819 / -0.2984" orbital_gap_ev="5.14 / 6.22"
C 4.34 1.30 -1.97 -0.230
C 3.46 2.15 -1.30 -0.237
C 2.21 1.69 -0.84 0.054
C 1.86 0.34 -1.04 -0.332
C 2.74 -0.50 -1.72 -0.101
C 3.98 -0.03 -2.17 -0.213
C 1.39 2.64 0.01 -0.466
C -0.10 2.92 -0.24 -0.271
N -0.79 2.00 -1.13 -0.365
Pt 0.03 -0.56 -0.35 0.782
C 2.34 -1.93 -1.95 -0.736
P 0.52 -2.05 -1.87 1.018
H 3.71 3.19 -1.10 0.202
H 4.62 -0.77 -2.65 0.202
H 5.31 1.66 -2.34 0.213
H 2.72 -2.60 -1.16 0.242
H 2.65 -2.32 -2.93 0.228
H 1.45 2.30 1.06 0.245
H 1.87 3.62 -0.02 0.204
H -0.61 2.81 0.73 0.286
C 0.07 -3.70 -1.32 -0.971
C -0.04 -1.81 -3.58 -0.965
H -0.22 3.98 -0.60 0.173
C -0.48 2.18 -2.55 -0.425
C -2.24 1.99 -0.91 -0.434
H -1.50 -1.49 -0.18 0.048
H -0.84 3.16 -2.93 0.182
H 0.61 2.10 -2.70 0.228
H -0.96 1.37 -3.11 0.195
H -2.70 2.94 -1.23 0.183
H -2.68 1.16 -1.47 0.194
H -2.42 1.84 0.17 0.248
H 0.34 -2.65 -4.17 0.231
H -1.14 -1.82 -3.60 0.244
H 0.33 -0.86 -3.97 0.262
H 0.49 -4.43 -2.02 0.224
H 0.42 -3.89 -0.30 0.257
H -1.02 -3.82 -1.39 0.243
H -1.73 -0.72 -0.27 -0.045
O -0.52 -2.20 2.70 -0.674
C -1.37 -1.54 3.54 0.411
C -2.22 -2.27 4.39 -0.335
C -3.05 -1.58 5.28 -0.179
C -3.01 -0.18 5.34 -0.263
C -2.19 0.53 4.46 -0.130
C -1.40 -0.13 3.51 -0.254
C -0.81 0.68 2.36 0.791
O -1.30 1.82 2.20 -0.695
O 0.14 0.14 1.65 -0.814
H -0.54 -3.15 2.91 0.473
H -2.22 -3.36 4.35 0.203
H -3.71 -2.15 5.94 0.214
H -3.63 0.36 6.05 0.214
H -2.19 1.62 4.44 0.240

=====

61
Properties=species:S:1:pos:R:3:nbo_charge:R:1 method="wB97M-V/def2-TZVPD" total_charge=+2 relative_energy_kcal_mol=1.8 spin_multiplicity=1 e_tot_ev=-83072.838 homo_energy_ha=-0.5765 orbital_gap_ev=7.55
Ti 0.19 -0.15 0.33 1.873
C -0.28 3.49 -2.55 -0.595
C 0.49 2.17 -2.43 -0.256
C 1.54 2.03 -3.53 -0.594
C -0.46 1.01 -2.47 0.283
C -1.33 0.63 -3.48 -0.320
C -1.96 -0.52 -3.02 0.109
N -1.51 -0.84 -1.81 -0.309
N -0.57 0.11 -1.45 -0.478
B -1.91 -1.96 -0.81 0.514
N -0.59 -2.71 -0.44 -0.305
C -0.27 -3.99 -0.58 0.103
C 1.11 -4.14 -0.43 -0.306
C 1.61 -2.88 -0.17 0.269
N 0.56 -2.00 -0.18 -0.493
C 3.02 -2.43 0.02 -0.278
C 3.98 -3.32 -0.78 -0.596
C 3.17 -0.96 -0.38 -0.595
N -2.42 -1.23 0.46 -0.296
C -3.60 -1.21 1.06 0.111
C -3.62 -0.21 2.03 -0.309
C -2.37 0.36 2.01 0.268
N -1.63 -0.26 1.04 -0.475
C -1.85 1.52 2.81 -0.262
C -2.75 1.80 4.01 -0.604
C -1.71 2.77 1.93 -0.592
H 0.41 4.33 -2.48 0.239
H -1.03 3.60 -1.77 0.216
H -0.78 3.56 -3.52 0.222
H 0.99 2.16 -1.47 0.213
H 1.08 2.08 -4.52 0.224
H 2.09 1.09 -3.46 0.211
H 2.26 2.85 -3.45 0.239
H -1.49 1.12 -4.42 0.271
H -2.72 -1.13 -3.50 0.258
H -2.73 -2.70 -1.26 0.024
H -1.03 -4.72 -0.81 0.259
H 1.66 -5.06 -0.50 0.272
H 3.27 -2.53 1.08 0.243
H 3.78 -3.25 -1.85 0.221
H 3.91 -4.37 -0.49 0.227
H 5.01 -3.00 -0.60 0.238
H 2.75 -0.79 -1.38 0.221
H 4.22 -0.68 -0.42 0.263
H 2.72 -0.28 0.34 0.185
H -4.37 -1.90 0.75 0.260
H -4.44 0.04 2.68 0.274
H -0.86 1.24 3.20 0.199
H -3.73 2.13 3.69 0.223
H -2.31 2.60 4.62 0.242
H -2.87 0.92 4.65 0.227
H -2.69 3.12 1.63 0.233
H -1.13 2.58 1.02 0.196
H -1.21 3.56 2.48 0.246
Cl 3.62 0.18 2.94 0.116
C 1.91 0.54 3.13 -0.316
Cl 0.90 -0.91 2.72 0.113
C 1.53 1.68 2.19 0.760
O 1.64 2.81 2.48 -0.409
O 1.08 1.22 0.97 -0.766
H 1.72 0.80 4.16 0.287